A single C20H31N3O2 molecule. Source: OMol25; level of theory: ωB97M-V with the def2-TZVPD basis set.

Gap between HOMO and LUMO, eV: 10.1
E_LUMO, Eh: 0.0276
Calculated total energy, eV: -29810.6726
ΔE to the lowest compared entry with this formula, charge and spin, kcal/mol: 7.0
E_HOMO, eV: -9.3
SMILES: CC[C@H](C)[C@H](NC(=O)[C@H]1CC[C@@H](C)CC1)C(=O)NCc1cccnc1
Charge: 0

Element x y z (Å)
C1 -5.50878 -0.48197 0.42613
C2 -4.30249 -0.08999 -0.41922
C3 -3.37614 0.90623 0.29055
C4 -3.97879 2.30941 0.30040
C5 -2.00482 0.94481 -0.39214
N1 -1.39797 -0.37602 -0.41238
C6 -0.44950 -0.71752 -1.30279
O1 -0.07146 0.06541 -2.16303
C7 0.07503 -2.14843 -1.24884
C8 -0.20800 -2.93190 0.03436
C9 0.56338 -2.37336 1.22958
C10 2.06653 -2.37318 0.94898
C11 2.84009 -1.80178 2.13262
C12 2.33753 -1.56492 -0.31899
C13 1.58478 -2.13308 -1.51741
C14 -1.01628 1.88445 0.32849
O2 -1.08932 2.15317 1.51006
N2 -0.06294 2.34476 -0.50064
C15 1.04531 3.15500 -0.03575
C16 2.34804 2.40672 -0.11755
C17 2.90591 2.07810 -1.34910
C18 4.10171 1.38221 -1.38294
C19 4.69673 1.03961 -0.17748
N3 4.17256 1.33661 0.99816
C20 3.02879 1.99692 1.02378
H1 -6.11504 -1.21496 -0.10122
H2 -5.18876 -0.91758 1.37040
H3 -6.13385 0.37992 0.64254
H4 -3.74399 -0.99491 -0.66953
H5 -4.64338 0.35127 -1.35835
H6 -3.22282 0.58800 1.32762
H7 -4.95551 2.30010 0.77521
H8 -3.33996 2.98967 0.85569
H9 -4.09051 2.68313 -0.71571
H10 -2.11039 1.27012 -1.43369
H11 -1.60883 -0.97421 0.36866
H12 -0.41836 -2.65663 -2.08860
H13 -1.28046 -2.97338 0.24407
H14 0.11637 -3.96278 -0.13287
H15 0.25380 -1.34887 1.44951
H16 0.35210 -2.98039 2.11318
H17 2.39136 -3.40698 0.78034
H18 2.65133 -2.38437 3.03177
H19 2.54430 -0.77201 2.31840
H20 3.90831 -1.81092 1.93188
H21 3.40873 -1.55788 -0.52930
H22 2.02674 -0.53036 -0.15599
H23 1.78087 -1.52280 -2.40012
H24 1.92641 -3.15062 -1.71870
H25 0.02800 1.89867 -1.40916
H26 1.09931 4.06062 -0.65187
H27 0.82469 3.43420 0.99740
H28 2.40944 2.36376 -2.26569
H29 4.56044 1.11223 -2.32141
H30 5.63515 0.50131 -0.14775
H31 2.63456 2.21539 2.00843